No. 1
{"formula": "C29H27CaN3O2", "method": "wB97M-V/def2-TZVPD", "fmax_ev_per_a": 0.66, "multiplicity": 1, "homo_energy_ev": -8.16, "species": ["Ca", "C", "C", "C", "C", "C", "C", "H", "H", "H", "H", "H", "H", "C", "C", "C", "C", "C", "C", "C", "C", "N", "C", "O", "C", "C", "C", "C", "C", "N", "C", "O", "N", "C", "C", "C", "C", "C", "C", "C", "C", "H", "H", "H", "H", "H", "H", "H", "H", "H", "H", "H", "H", "H", "H", "H", "H", "H", "H", "H", "H", "H"], "xyz": [[0.252622, 0.344588, 0.441989], [2.860051, 1.336823, 2.065110], [1.764665, 2.027908, 2.570821], [1.033766, 2.872948, 1.739585], [1.400428, 3.018968, 0.405322], [2.474421, 2.298127, -0.107961], [3.202421, 1.452558, 0.721688], [3.447803, 0.708434, 2.717784], [1.493677, 1.927082, 3.614194], [0.176021, 3.407393, 2.129663], [0.829216, 3.671920, -0.239628], [2.735797, 2.389585, -1.153441], [4.033753, 0.886791, 0.322993], [-0.317158, -3.660306, -1.227701], [0.734578, -3.926702, -0.187485], [0.889636, -5.202929, 0.338161], [1.882373, -5.476348, 1.265137], [2.734523, -4.461953, 1.663885], [2.602005, -3.173468, 1.156267], [3.553562, -2.096428, 1.578491], [1.591448, -2.898377, 0.234674], [1.362778, -1.598932, -0.315125], [1.975503, -1.413301, -1.506355], [2.914418, -2.045620, -1.981626], [1.228554, -0.439794, -2.422171], [1.113888, -0.744033, -3.770150], [0.137113, -0.084918, -4.507530], [-0.733348, 0.797037, -3.881021], [-0.539433, 1.055595, -2.532517], [0.466079, 0.496641, -1.865061], [-1.612447, 1.793728, -1.730725], [-2.430066, 2.472351, -2.347610], [-1.584498, 1.502404, -0.418952], [-2.666039, 1.926341, 0.388353], [-3.362360, 0.924220, 1.085609], [-3.003458, -0.525077, 0.887043], [-4.391487, 1.275311, 1.948684], [-4.732797, 2.605316, 2.136450], [-4.035335, 3.588692, 1.457014], [-2.999821, 3.273884, 0.581524], [-2.280666, 4.377171, -0.139013], [0.138297, -3.520142, -2.212082], [-1.016221, -4.493257, -1.296010], [-0.879147, -2.750105, -1.010469], [0.223753, -5.992426, 0.008943], [1.997725, -6.475300, 1.665887], [3.528250, -4.668491, 2.372853], [3.035894, -1.341897, 2.171627], [4.358817, -2.502583, 2.190490], [3.989426, -1.597379, 0.711226], [1.749113, -1.509059, -4.192550], [0.010437, -0.311822, -5.558832], [-1.569290, 1.261543, -4.383500], [-2.047411, -0.798695, 1.360225], [-3.748141, -1.175974, 1.343667], [-2.919128, -0.780108, -0.169650], [-4.933756, 0.496667, 2.472792], [-5.536280, 2.872208, 2.810894], [-4.294994, 4.631127, 1.604859], [-2.219864, 5.272534, 0.482049], [-1.274416, 4.072314, -0.421808], [-2.795266, 4.627243, -1.066995]], "forces_ev_per_angstrom": [[0.107, -0.075, 0.198], [-0.009, -0.058, -0.017], [-0.044, 0.020, 0.026], [-0.122, 0.028, 0.012], [-0.073, 0.036, -0.046], [0.019, 0.021, 0.019], [0.008, 0.006, -0.002], [0.003, -0.037, 0.009], [0.004, 0.007, 0.000], [0.010, 0.037, -0.037], [0.016, -0.001, -0.009], [0.003, 0.000, 0.001], [-0.005, -0.008, 0.004], [-0.012, 0.020, -0.029], [-0.006, 0.016, 0.041], [-0.020, -0.016, 0.022], [-0.007, -0.006, -0.004], [-0.002, 0.016, 0.006], [0.017, -0.018, -0.026], [0.045, 0.081, 0.023], [-0.099, -0.035, 0.016], [0.158, 0.189, -0.048], [-0.040, 0.003, -0.255], [-0.020, -0.026, 0.053], [0.005, -0.215, -0.090], [0.049, 0.215, -0.052], [-0.009, -0.018, -0.011], [0.162, 0.095, 0.025], [-0.150, 0.089, -0.153], [-0.315, -0.365, 0.445], [0.005, 0.097, -0.161], [-0.017, -0.072, 0.005], [0.201, -0.094, -0.073], [0.131, 0.018, 0.043], [0.021, 0.063, 0.071], [0.007, -0.038, -0.041], [0.014, -0.034, -0.001], [-0.010, 0.011, 0.016], [0.007, -0.001, 0.020], [-0.063, 0.002, -0.047], [0.020, 0.042, 0.018], [0.002, 0.016, 0.009], [0.015, -0.014, -0.007], [-0.013, -0.008, 0.010], [0.003, 0.001, 0.000], [-0.006, 0.003, -0.004], [-0.002, 0.002, -0.002], [-0.007, 0.043, 0.029], [0.000, -0.012, -0.017], [-0.011, -0.022, -0.019], [0.006, 0.007, 0.001], [0.005, -0.003, 0.002], [0.015, -0.003, -0.020], [0.001, -0.001, 0.044], [0.006, 0.004, 0.007], [-0.014, 0.008, -0.004], [0.001, 0.000, -0.001], [0.001, 0.000, -0.009], [0.006, -0.003, -0.005], [-0.016, -0.007, 0.009], [0.008, 0.013, 0.013], [0.013, -0.019, -0.002]]}



No. 2
{"formula": "C2H6N2O2", "method": "wB97M-V/def2-TZVPD", "de_lowest_ev": 5.312, "fmax_ev_per_a": 7.70, "multiplicity": 1, "smiles": "[H]/N=C(\\NO)OC", "homo_energy_ev": -8.99, "species": ["H", "N", "C", "N", "O", "O", "C", "H", "H", "H", "H", "H"], "xyz": [[-0.585863, 2.334751, 0.212064], [-0.876695, 1.322717, -0.145539], [0.051601, 0.429659, -0.019624], [1.400118, 0.348890, 0.271028], [2.143462, -0.593375, -0.186385], [-0.604944, -0.760263, -0.134608], [-2.142080, -0.651955, 0.116334], [1.729011, 1.335004, -0.061471], [2.599138, -1.161588, 0.598934], [-2.454469, -0.006202, -0.798957], [-2.403903, -0.278120, 1.217844], [-2.313155, -1.762221, -0.059148]], "forces_ev_per_angstrom": [[-0.345, -2.481, -1.356], [3.385, 5.126, 2.064], [-4.787, -2.101, -0.507], [-1.982, 7.373, 1.006], [3.820, -5.640, 0.257], [-0.062, -1.032, 1.136], [1.807, -0.803, -1.224], [0.048, -2.238, 0.991], [-1.865, 2.192, -2.344], [-0.243, -1.224, 2.268], [0.703, -0.650, -2.784], [-0.480, 1.478, 0.495]]}



No. 3
{"formula": "C3H3NO3", "method": "wB97M-V/def2-TZVPD", "de_lowest_ev": 5.768, "fmax_ev_per_a": 10.30, "multiplicity": 1, "smiles": "O=CN(C=O)C=O", "homo_energy_ev": -10.58, "species": ["O", "C", "N", "C", "O", "C", "O", "H", "H", "H"], "xyz": [[-1.926000, -1.162781, -0.262862], [-0.703105, -1.200918, 0.096963], [0.188745, -0.089283, 0.104082], [-0.301922, 1.285581, 0.288701], [-1.553670, 1.528087, -0.135439], [1.635815, -0.478566, 0.347574], [2.552926, 0.220534, -0.503635], [0.022152, -2.139912, 0.382764], [0.640695, 2.019410, 0.873649], [1.645166, -1.577827, 0.831071]], "forces_ev_per_angstrom": [[6.106, -0.744, 2.094], [-3.016, -0.419, -1.530], [1.379, 0.480, 1.809], [-4.374, 0.799, -1.991], [8.550, -0.711, 3.242], [1.951, 3.326, -7.087], [-5.783, -4.939, 6.943], [-2.518, 1.416, -0.651], [-3.290, -1.951, -1.980], [0.995, 2.743, -0.848]]}



No. 4
{"formula": "C16H40F3NO10P3S", "method": "wB97M-V/def2-TZVPD", "fmax_ev_per_a": 5.04, "total_charge": 1, "multiplicity": 1, "homo_energy_ev": -11.63, "species": ["C", "C", "C", "N", "P", "S", "O", "O", "C", "F", "F", "F", "H", "H", "H", "H", "H", "H", "H", "H", "H", "H", "O", "P", "O", "C", "C", "O", "C", "C", "O", "C", "C", "H", "H", "H", "H", "H", "H", "H", "H", "H", "H", "H", "H", "H", "H", "H", "O", "P", "O", "C", "C", "O", "C", "C", "O", "C", "C", "H", "H", "H", "H", "H", "H", "H", "H", "H", "H", "H", "H", "H", "H", "H"], "xyz": [[3.990167, 0.165428, 3.489292], [4.853247, -0.803570, 2.647595], [5.506866, -0.056564, 1.479123], [6.782228, -0.738701, 1.039550], [6.739253, -1.270397, -0.501010], [5.922989, -3.334001, -0.426550], [6.005618, -3.693207, 0.948038], [6.649853, -4.153316, -1.333304], [4.077876, -3.239706, -0.841006], [3.870937, -3.965901, -1.920198], [3.402186, -3.716951, 0.178959], [3.743025, -1.961925, -1.069197], [2.941097, 0.060849, 3.230462], [4.131740, -0.080275, 4.539298], [4.322071, 1.197464, 3.384071], [4.213514, -1.591631, 2.250563], [5.610394, -1.282749, 3.264261], [5.740918, 0.971569, 1.740402], [4.777104, -0.051284, 0.663663], [7.597800, -0.151515, 1.193359], [5.935449, -0.488523, -1.343174], [8.018696, -1.343324, -1.057210], [-2.350001, -0.195436, -2.432379], [-1.231612, 0.249636, -3.270482], [-1.579270, 1.573877, -4.076261], [-1.823345, 2.807326, -3.376130], [-0.555887, 3.425304, -2.819631], [-1.200399, -0.765351, -4.529732], [-1.994898, -1.954761, -4.543676], [-3.321126, -1.734612, -5.242095], [0.350537, 0.405481, -3.146304], [1.151245, -0.648531, -2.582723], [1.425133, -1.772469, -3.568888], [-2.555255, 2.637077, -2.582562], [-2.274760, 3.477406, -4.104687], [-0.137343, 2.814438, -2.017272], [-0.763794, 4.417529, -2.419672], [0.203561, 3.506264, -3.597572], [-2.145790, -2.331808, -3.531515], [-1.415400, -2.710645, -5.078618], [-3.784976, -0.802398, -4.921890], [-4.005862, -2.557224, -5.034758], [-3.179895, -1.671117, -6.321658], [0.685243, -1.027128, -1.669127], [2.092241, -0.175364, -2.299614], [0.607678, -2.490599, -3.591786], [2.322180, -2.319469, -3.277626], [1.552912, -1.381507, -4.576232], [-4.262522, -0.565012, 3.225700], [-3.824579, 0.831084, 3.122221], [-5.052038, 1.842786, 3.130481], [-5.884309, 1.965656, 4.296007], [-5.204648, 2.715069, 5.425248], [-3.355888, 1.026083, 1.585185], [-3.213550, -0.090799, 0.702062], [-4.467232, -0.324170, -0.113493], [-2.701673, 1.765997, 3.752003], [-1.335181, 1.314705, 3.852131], [-0.568967, 1.433909, 2.545934], [-6.202321, 0.972428, 4.622267], [-6.770778, 2.507402, 3.971718], [-4.367863, 2.145196, 5.831833], [-5.912037, 2.904659, 6.232530], [-4.807483, 3.665537, 5.069031], [-2.935954, -0.989350, 1.255683], [-2.383163, 0.138064, 0.033611], [-5.357717, -0.260307, 0.512134], [-4.441296, -1.302251, -0.593021], [-4.561776, 0.432559, -0.892233], [-1.308705, 0.291950, 4.233716], [-0.875665, 1.955254, 4.602709], [-0.740652, 0.572224, 1.901734], [0.502491, 1.478695, 2.752320], [-0.870640, 2.324942, 1.998393]], "forces_ev_per_angstrom": [[0.465, -0.526, 0.090], [-0.171, 0.584, 0.049], [-0.301, -0.822, 0.595], [-0.173, 0.840, -0.974], [-0.225, 0.151, 0.151], [0.811, -1.797, 1.018], [-0.418, 0.846, 0.432], [-0.310, 0.725, -1.068], [-0.361, -0.307, -0.446], [0.048, 0.263, 0.243], [0.231, 0.260, -0.238], [0.202, -0.152, 0.170], [-0.083, 0.258, 0.069], [-0.294, -0.025, 0.066], [-0.157, 0.072, -0.124], [0.135, -0.169, 0.042], [0.127, 0.072, -0.050], [0.120, 0.013, -0.037], [0.203, 0.243, -0.202], [0.128, -0.249, 0.353], [0.048, -0.084, -0.132], [0.007, -0.216, 0.043], [1.293, 0.386, 1.957], [-1.563, -0.913, -4.705], [0.481, 0.353, 0.706], [-0.122, 0.283, 0.144], [0.130, -0.194, 0.003], [0.372, -0.113, 0.324], [-0.261, -0.232, -0.076], [0.009, 0.109, -0.204], [-0.200, 0.098, 1.720], [0.211, -0.121, 0.001], [-0.252, -0.139, 0.031], [-0.007, -0.064, -0.032], [-0.016, -0.109, -0.088], [-0.032, 0.041, 0.035], [-0.044, -0.003, -0.016], [-0.037, 0.065, -0.033], [-0.037, 0.184, 0.071], [0.085, 0.103, -0.037], [-0.007, -0.058, 0.178], [0.013, -0.009, 0.004], [0.002, 0.005, 0.004], [-0.036, 0.029, -0.004], [-0.077, 0.163, -0.008], [-0.035, 0.032, -0.075], [0.049, 0.068, -0.011], [0.071, 0.045, 0.017], [1.000, -0.219, 2.094], [-1.279, 1.256, -4.421], [0.280, 0.038, 0.700], [-0.232, 0.016, 0.250], [0.209, -0.039, -0.070], [0.307, 0.039, 0.299], [-0.049, -0.263, -0.241], [-0.184, 0.216, -0.037], [0.133, -1.070, 1.286], [0.199, 0.061, 0.126], [-0.068, -0.243, -0.160], [0.030, -0.021, -0.063], [0.040, -0.020, -0.134], [-0.039, -0.012, 0.041], [-0.035, -0.014, -0.028], [-0.071, 0.035, 0.002], [-0.154, 0.048, 0.170], [-0.028, 0.142, 0.013], [0.068, -0.149, 0.124], [0.042, 0.016, -0.022], [0.035, -0.026, -0.021], [-0.044, -0.007, 0.001], [-0.136, 0.046, 0.052], [-0.077, 0.044, -0.057], [-0.009, 0.077, 0.079], [0.037, 0.057, 0.060]]}



No. 5
{"formula": "C2H3OS2", "method": "wB97M-V/def2-TZVPD", "de_lowest_ev": 0.589, "fmax_ev_per_a": 2.52, "total_charge": -1, "multiplicity": 1, "smiles": "CSC([O-])=S", "homo_energy_ev": -3.80, "species": ["C", "S", "C", "O", "S", "H", "H", "H"], "xyz": [[0.073811, 0.294464, 0.084521], [-1.628603, 1.039539, 0.171887], [-2.934337, -0.365846, -0.067376], [-2.404890, -1.420118, -0.328458], [-4.517793, 0.041121, -0.022987], [0.615449, 0.557291, 0.994171], [0.706258, 0.396730, -0.908068], [-0.282069, -0.672956, 0.235433]], "forces_ev_per_angstrom": [[-0.165, 1.141, -1.278], [0.048, 1.350, -0.040], [2.360, -0.487, -0.632], [0.327, -0.926, 0.098], [-1.413, 0.971, 0.342], [0.165, 0.320, -0.339], [-1.495, -0.022, 2.033], [0.172, -2.347, -0.184]]}